No. 1
C2H6N2OS | wB97M-V/def2-TZVPD

Each line ends with the Löwdin charge.
Element x y z (Å)
1 S 0.47571 1.88613 -1.86725  0.68
2 C -0.51718 0.68340 -0.96784  -0.50
3 C 0.66775 -0.16522 0.03064  -0.24
4 N 0.09061 -1.37092 0.34272  -0.13
5 N -0.54564 -1.21025 1.63813  -0.03
6 O 0.63677 -1.84894 1.56248  -0.07
7 H 0.71654 2.84706 -0.94947  -0.14
8 H -0.99312 0.02379 -1.64020  0.02
9 H -1.31462 0.93467 -0.16982  0.10
10 H 0.75927 0.35677 0.95316  0.10
11 H 1.44147 -0.33696 -0.64898  0.07
12 H -1.41756 -1.79954 1.71643  0.13

Summary:
structure (SMILES): SCCn1[nH]o1
orbital gap: 10.03 eV
LUMO level: 0.89 eV
calculated total energy: -18028.2697 eV
energy above the lowest of the compared OMol25 structures with the same formula, charge and spin: 150.7 kcal per mole



No. 2
C9H9NO5 | wB97M-V/def2-TZVPD

Each line ends with the Löwdin charge.
Element x y z (Å)
1 C -0.73289 0.65780 1.29144  -0.44
2 C 0.10660 1.34014 -1.25267  -0.43
3 C 1.57658 -0.47917 -0.39088  -0.54
4 C -2.05928 -0.69185 -0.10659  -0.49
5 C -0.32841 2.13913 1.16425  -0.04
6 C 0.39454 2.39578 -0.17912  -0.07
7 C 1.40761 -1.94962 -0.28066  -0.05
8 C -0.07194 -2.23145 0.05719  -0.14
9 C -0.87083 -1.29911 -0.78008  0.08
10 N 0.40680 0.12017 -0.67440  0.13
11 O -1.85947 0.40331 0.54967  0.15
12 O -0.40110 -0.16624 2.07317  0.17
13 O -0.44035 1.52336 -2.29020  0.16
14 O 2.62977 0.00818 -0.20498  0.13
15 O -3.12460 -1.19011 -0.24923  0.20
16 H -1.14678 2.79302 1.38288  0.12
17 H 0.43133 2.45692 1.89533  0.13
18 H 1.50978 2.38758 0.11169  0.14
19 H 0.28548 3.43245 -0.53955  0.12
20 H 1.65539 -2.34625 -1.35365  0.18
21 H 2.11747 -2.24471 0.42524  0.11
22 H -0.30993 -3.21590 -0.10064  0.09
23 H -0.33956 -2.17441 1.19192  0.16
24 H -0.83620 -1.66898 -1.74015  0.13

Summary:
orbital gap: 10.13 eV
LUMO level: -0.09 eV
calculated total energy: -21204.5015 eV
energy above the lowest of the compared OMol25 structures with the same formula, charge and spin: 48.4 kcal per mole



No. 3
C10H20NO3 | wB97M-V/def2-TZVPD

Each line ends with the Löwdin charge.
Element x y z (Å)
1 C 4.42407 0.09492 -0.12724  0.14
2 C 3.29447 0.34226 0.51993  -0.04
3 C 2.17959 -0.38839 -0.00154  -0.47
4 C -0.98599 1.44509 1.50765  -0.01
5 C -2.24212 1.60614 -0.69550  0.01
6 C 0.27492 2.17573 -0.58599  0.02
7 C -2.49374 -1.70619 -0.38031  0.06
8 C -0.38926 -2.60012 0.53557  -0.02
9 C -0.89352 1.21701 -0.01778  -0.44
10 C -0.52258 -0.20355 -0.46565  -0.35
11 N -1.19382 -1.40929 0.39272  -0.08
12 O 2.32287 -1.03535 -1.17650  0.11
13 O -0.13112 -0.49833 -1.55615  0.10
14 O 1.12503 -0.47690 0.63220  -0.01
15 H 5.30024 0.49717 0.22921  0.06
16 H 4.38666 -0.60341 -0.94001  0.09
17 H 3.05800 0.95412 1.42805  0.15
18 H 0.04830 1.16335 1.88210  0.11
19 H -1.16289 2.50323 1.73714  0.11
20 H -1.78594 0.77792 1.81553  0.07
21 H -2.28295 1.30113 -1.68508  0.08
22 H -3.00587 1.25978 -0.08372  0.07
23 H -2.11041 2.61311 -0.78485  0.06
24 H 0.39537 1.96874 -1.61854  0.09
25 H 0.00162 3.18579 -0.50910  0.08
26 H 1.18323 2.04184 -0.06969  0.06
27 H -2.85381 -2.61709 -0.08368  0.07
28 H -3.18075 -0.94714 0.06322  0.12
29 H -2.34274 -1.68659 -1.42813  0.10
30 H -0.88598 -3.33276 1.11121  0.10
31 H -0.15055 -3.17474 -0.37999  0.13
32 H 0.56773 -2.23301 0.96195  0.11
33 H -1.39345 -0.93599 1.35013  0.19
34 H 1.44536 -1.29847 -1.57718  0.13

Summary:
total charge: +1
orbital gap: 10.77 eV
LUMO level: -3.31 eV
calculated total energy: -18318.5321 eV
energy above the lowest of the compared OMol25 structures with the same formula, charge and spin: 62.6 kcal per mole



No. 4
C8H18 | wB97M-V/def2-TZVPD

Each line ends with the Löwdin charge.
Element x y z (Å)
1 C 0.94757 2.53676 1.95267  -0.11
2 C 0.86389 1.06799 2.24967  -0.18
3 C -0.21792 0.33755 1.96924  -0.19
4 C -0.37504 -1.09798 2.34679  -0.11
5 H 0.10034 2.94980 1.42084  0.07
6 H 0.94611 3.04399 2.92658  0.07
7 H 1.88646 2.82368 1.48306  0.07
8 H 1.66123 0.58690 2.80520  0.10
9 H -0.98911 0.78860 1.35196  0.09
10 H 0.37441 -1.42162 3.06854  0.07
11 H -1.34125 -1.23026 2.84919  0.08
12 H -0.39191 -1.81620 1.52953  0.05
13 C -1.28750 -2.17212 -1.25819  -0.12
14 C -0.10949 -1.39764 -1.83140  -0.28
15 C -0.44749 0.05911 -2.15832  -0.29
16 C 0.70944 0.83521 -2.78438  -0.12
17 H -1.53319 -1.93730 -0.22402  0.04
18 H -1.10084 -3.24416 -1.30366  0.07
19 H -2.20382 -1.93166 -1.80397  0.07
20 H 0.27006 -1.88715 -2.72928  0.10
21 H 0.72152 -1.39092 -1.11721  0.10
22 H -1.27934 0.04518 -2.87071  0.10
23 H -0.80725 0.58766 -1.27635  0.09
24 H 0.33605 1.79715 -3.13733  0.07
25 H 1.14778 0.32703 -3.64436  0.07
26 H 1.50095 0.99778 -2.05172  0.07

Summary:
structure (SMILES): C/C=C/C.CCCC
orbital gap: 10.29 eV
LUMO level: 1.18 eV
calculated total energy: -8587.3737 eV
energy above the lowest of the compared OMol25 structures with the same formula, charge and spin: 20.8 kcal per mole



No. 5
C10H18N2O5 | wB97M-V/def2-TZVPD

Each line ends with the Löwdin charge.
Element x y z (Å)
1 C 3.03133 2.20744 0.96454  -0.09
2 C 2.03205 1.49458 0.04778  -0.46
3 C 1.82831 2.22651 -1.28531  -0.06
4 C 2.36251 0.02103 -0.03489  -0.12
5 C 1.18061 -0.81505 -0.52387  -0.22
6 N -0.01799 -0.56873 0.23223  0.11
7 C -1.21737 -0.90954 -0.34843  -0.43
8 O -1.37461 -1.12273 -1.53689  0.07
9 C -2.37206 -1.03313 0.64453  -0.24
10 N -1.86877 -1.33915 1.99755  0.05
11 C -3.33496 0.24705 0.53958  -0.02
12 C -4.42701 0.34134 -0.47124  -0.55
13 O -5.58028 0.55984 -0.16608  0.10
14 O -4.06501 0.24195 -1.73339  0.13
15 C 1.43650 -2.32553 -0.44191  -0.49
16 O 0.85180 -3.13074 0.19633  0.14
17 O 2.51196 -2.64466 -1.18828  0.10
18 H 4.02331 2.31858 0.41850  0.10
19 H 3.26856 1.68464 1.92816  0.09
20 H 2.66287 3.16878 1.30049  0.07
21 H 1.14989 1.61239 0.60358  0.10
22 H 1.05315 1.64613 -1.87655  0.09
23 H 1.46178 3.26383 -1.08125  0.09
24 H 2.69373 2.24634 -1.93667  0.07
25 H 3.25773 -0.16886 -0.69997  0.15
26 H 2.69286 -0.27024 0.95993  0.12
27 H 0.93961 -0.52684 -1.58619  0.17
28 H -0.06559 -0.69613 1.21272  0.11
29 H -2.93741 -1.92633 0.41606  0.15
30 H -2.62002 -1.22720 2.65819  0.08
31 H -1.52528 -2.26428 2.02321  0.07
32 H -3.81207 0.44799 1.48748  0.12
33 H -2.63247 1.04440 0.35595  0.13
34 H -3.18787 -0.16783 -1.92636  0.11
35 H 2.60022 -3.63584 -1.14953  0.15

Summary:
structure (SMILES): CC(C)C[C@H](NC(=O)[C@@H](N)CC(=O)O)C(=O)O
orbital gap: 10.59 eV
LUMO level: 0.50 eV
calculated total energy: -23880.8784 eV
energy above the lowest of the compared OMol25 structures with the same formula, charge and spin: 21.0 kcal per mole



No. 6
C4H4O2 | wB97M-V/def2-TZVPD

Each line ends with the Löwdin charge.
Element x y z (Å)
1 C 0.77885 0.03268 0.48066  0.12
2 O 0.15452 -1.55453 0.47746  0.00
3 C -0.87765 -1.64827 -0.30652  -0.27
4 C -1.95560 -1.06422 -0.92398  0.15
5 C -1.91817 -2.49650 -0.80584  -0.40
6 O -2.49407 -3.53511 -0.83388  0.08
7 H 0.72584 0.34698 -0.50434  0.04
8 H 1.78139 -0.08482 0.62173  0.04
9 H 0.10947 0.77139 1.00957  0.11
10 H -2.50496 -0.13369 -1.16841  0.11

Summary:
structure (SMILES): COc1cc1=O
orbital gap: 9.52 eV
LUMO level: 0.48 eV
calculated total energy: -8303.6206 eV
energy above the lowest of the compared OMol25 structures with the same formula, charge and spin: 79.7 kcal per mole



The lowest LUMO level belongs to which entry?
C10H20NO3